[1]
Entry from the OMol25 dataset: C31H45ClIrN4OSeSiTe as an isolated structure at a distorted geometry (the ωB97M-V functional and the def2-TZVPD basis).

```
86
C31H45ClIrN4OSeSiTe the ωB97M-V functional and the def2-TZVPD basis
Ir 0.361 0.873 0.110
C 2.774 -6.311 -3.430
C 2.670 -4.939 -2.829
C 1.539 -4.157 -3.012
C 1.425 -2.879 -2.474
C 0.131 -2.152 -2.707
C 2.508 -2.375 -1.742
Te 2.449 -0.427 -0.859
N 2.110 1.434 0.628
C 2.727 2.073 1.674
O 2.105 2.892 2.335
C 4.171 1.747 1.860
C 4.579 0.425 2.009
C 5.926 0.139 2.160
C 6.862 1.166 2.140
C 6.451 2.483 1.995
C 5.101 2.779 1.870
C 2.940 0.767 -2.526
C 1.906 1.170 -3.369
C 2.144 2.046 -4.418
C 3.426 2.538 -4.606
C 4.449 2.150 -3.755
C 4.233 1.265 -2.701
C 5.375 0.876 -1.801
C 3.650 -3.153 -1.497
C 4.827 -2.741 -0.646
C 3.708 -4.421 -2.069
H 1.838 -6.611 -3.900
H 3.026 -7.052 -2.671
H 3.557 -6.342 -4.190
H 0.711 -4.553 -3.591
H -0.231 -2.347 -3.716
H 0.210 -1.076 -2.577
H -0.626 -2.511 -2.006
H 3.839 -0.367 2.022
H 6.248 -0.885 2.298
H 7.915 0.939 2.247
H 7.181 3.283 1.989
H 4.768 3.806 1.776
H 0.901 0.802 -3.203
H 1.334 2.341 -5.073
H 3.634 3.226 -5.415
H 5.446 2.547 -3.907
H 6.280 1.415 -2.076
H 5.590 -0.192 -1.879
H 5.161 1.094 -0.750
H 4.703 -1.786 -0.142
H 5.733 -2.684 -1.252
H 5.000 -3.493 0.126
H 4.594 -5.025 -1.898
C -3.920 2.519 -0.634
N -2.903 1.607 -1.147
C -1.986 2.162 -2.133
C -2.618 0.434 -0.544
N -1.370 -0.020 -0.523
N -3.614 -0.278 0.012
C -4.986 -0.245 -0.480
C -3.309 -1.326 0.983
H -3.456 3.479 -0.405
H -4.350 2.127 0.283
H -4.715 2.681 -1.364
H -2.560 2.792 -2.813
H -1.526 1.356 -2.700
H -1.196 2.764 -1.676
H -1.329 -1.016 -0.350
H -5.033 0.286 -1.426
H -5.661 0.230 0.234
H -5.323 -1.269 -0.643
H -2.426 -1.063 1.562
H -3.142 -2.290 0.495
H -4.158 -1.425 1.657
Cl 0.518 -1.246 1.508
C 0.534 5.746 1.795
Si 0.088 4.644 0.363
C 1.487 4.345 -0.837
C -1.420 5.327 -0.518
Se -0.706 2.622 1.349
H 0.743 6.748 1.406
H 1.408 5.388 2.337
H -0.295 5.832 2.501
H 1.997 5.297 -1.016
H 1.114 3.987 -1.800
H 2.228 3.625 -0.483
H -1.222 6.366 -0.797
H -2.304 5.329 0.123
H -1.650 4.785 -1.438
```

Charge   +1
Energy   -136758.1155 eV
Energy relative to the best compared isomer or geometry (same formula, charge and spin)   0.0 kcal per mole
Orbital gap (spin up / spin down)   8.09 / 6.12 eV
Spin multiplicity   5
LUMO level (spin up / spin down)   -2.5 / -5.0 eV


[2]
Entry from the OMol25 dataset: a 7-piece molecular cluster, C48H73N7O4Si overall at a distorted geometry (the ωB97M-V functional and the def2-TZVPD basis).

```
133
C48H73N7O4Si the ωB97M-V functional and the def2-TZVPD basis
C -3.721 4.652 -2.662
C -4.554 4.124 -1.376
C -3.872 2.850 -0.659
C -4.639 1.444 -0.995
C -3.475 0.463 -1.549
C -3.444 -0.157 -2.964
C -2.294 -1.070 -3.513
C -2.313 -1.691 -5.013
O -3.206 -0.970 -5.896
C -2.669 0.341 -6.190
C -3.304 1.661 -5.716
C -2.687 3.074 -6.019
C -1.371 3.075 -6.835
C -0.739 1.755 -7.342
C -1.351 0.370 -7.041
C -1.102 -1.361 -2.525
C 0.192 -2.229 -2.898
C 1.468 -1.227 -2.693
O 2.305 -1.157 -3.879
Si 3.826 -0.505 -3.340
C 3.673 0.935 -2.085
C 4.755 -1.978 -2.480
C 4.920 0.149 -4.798
C -1.171 -0.756 -1.107
C -2.320 0.148 -0.572
C -2.038 0.579 0.931
O -2.809 0.993 1.828
N -0.566 0.318 1.030
C -0.177 -0.818 0.133
O 0.737 -1.609 0.440
H -3.838 5.803 -2.648
H -2.590 4.438 -2.564
H -4.085 4.209 -3.651
H -5.625 3.824 -1.637
H -4.583 4.969 -0.607
H -3.730 2.998 0.476
H -2.798 2.782 -1.084
H -5.502 1.573 -1.723
H -4.942 1.007 0.021
H -4.330 0.091 -3.653
H -1.246 -1.778 -5.403
H -2.707 -2.775 -4.930
H -4.274 1.662 -5.110
H -3.193 4.006 -5.613
H -0.870 4.070 -7.062
H 0.222 1.767 -7.972
H -0.905 -0.616 -7.389
H 0.302 -3.027 -2.091
H 0.168 -2.662 -3.952
H 1.082 -0.153 -2.503
H 2.040 -1.551 -1.758
H 2.719 1.564 -2.210
H 3.828 0.592 -0.995
H 4.556 1.650 -2.308
H 4.425 -2.020 -1.388
H 4.362 -2.927 -3.002
H 5.883 -1.839 -2.622
H 4.852 -0.596 -5.659
H 5.987 0.249 -4.364
H 4.626 1.223 -5.102
H -0.154 1.193 0.639
C -0.064 2.953 3.858
C 1.220 2.410 4.475
C 2.363 3.426 4.460
C 2.685 3.814 3.045
N 2.938 4.117 1.932
H 0.070 3.202 2.801
H -0.859 2.205 3.916
H -0.403 3.851 4.383
H 1.519 1.507 3.933
H 1.020 2.113 5.508
H 3.255 2.996 4.924
H 2.088 4.323 5.023
C -3.147 -1.526 3.527
C -3.128 -2.692 4.510
C -4.232 -3.717 4.238
C -5.579 -3.064 4.358
N -6.638 -2.551 4.451
H -4.077 -0.955 3.598
H -2.328 -0.837 3.739
H -3.037 -1.880 2.497
H -3.228 -2.300 5.527
H -2.156 -3.191 4.451
H -4.168 -4.538 4.958
H -4.127 -4.138 3.234
C -1.074 -5.200 -8.980
C -1.554 -5.852 -7.688
C -1.921 -4.833 -6.607
C -0.719 -4.002 -6.259
N 0.232 -3.357 -5.992
H -0.159 -4.622 -8.824
H -0.852 -5.962 -9.730
H -1.838 -4.532 -9.389
H -0.771 -6.521 -7.316
H -2.429 -6.472 -7.905
H -2.270 -5.347 -5.707
H -2.722 -4.176 -6.954
C 5.615 0.895 6.994
C 4.775 0.872 8.267
C 3.823 -0.324 8.330
C 2.866 -0.276 7.173
N 2.113 -0.236 6.265
H 4.990 0.992 6.101
H 6.298 1.746 7.005
H 6.209 -0.015 6.900
H 4.205 1.804 8.333
H 5.444 0.842 9.133
H 3.255 -0.304 9.263
H 4.381 -1.263 8.293
C 9.696 3.481 8.333
C 10.473 3.175 7.058
C 9.584 2.640 5.933
C 8.928 1.361 6.364
N 8.412 0.355 6.705
H 9.235 2.582 8.750
H 10.364 3.886 9.097
H 8.908 4.217 8.146
H 11.259 2.448 7.287
H 10.970 4.088 6.716
H 10.183 2.449 5.039
H 8.812 3.369 5.674
C -7.719 -1.530 1.070
C -7.179 -2.751 0.334
C -5.891 -2.459 -0.438
C -6.142 -1.400 -1.472
N -6.340 -0.567 -2.285
H -7.989 -0.728 0.377
H -8.621 -1.791 1.630
H -6.981 -1.140 1.778
H -7.948 -3.120 -0.353
H -6.988 -3.547 1.060
H -5.536 -3.365 -0.936
H -5.105 -2.116 0.241
```

Charge   0
Energy   -77448.0859 eV
SMILES   CCCCc1cc(COc2ccccc2)c(CCO[Si](C)(C)C)c2c1C(=O)NC2=O.CCCC#N.CCCC#N.CCCC#N.CCCC#N.CCCC#N.CCCC#N
Orbital gap   7.88 eV
Spin multiplicity   1
LUMO level   -0.6 eV


[3]
Entry from the OMol25 dataset: one molecule with the formula C21H28O7 (the ωB97M-V functional and the def2-TZVPD basis).

```
56
C21H28O7 the ωB97M-V functional and the def2-TZVPD basis
C -2.128 2.110 -3.190
C -2.875 0.825 -2.870
O -1.941 -0.203 -2.530
C -1.969 -0.713 -1.307
O -2.763 -0.410 -0.451
C -0.863 -1.742 -1.150
C -1.480 -3.078 -0.750
O -1.608 -3.968 -1.547
C -1.947 -3.149 0.675
C -0.860 -2.708 1.669
C -1.429 -2.720 3.095
O 0.203 -3.621 1.551
C -0.407 -1.274 1.299
C 0.670 -0.803 2.251
O 1.647 -1.454 2.541
O 0.420 0.413 2.717
C 1.384 0.991 3.601
C 1.198 0.498 5.028
C 0.188 -1.276 -0.117
C 0.763 0.059 -0.524
C 1.959 0.101 -1.234
C 2.501 1.298 -1.648
C 1.857 2.503 -1.361
O 2.470 3.627 -1.813
C 1.861 4.882 -1.585
C 2.749 5.947 -2.210
C 0.664 2.471 -0.648
C 0.128 1.260 -0.242
H -2.836 2.879 -3.486
H -1.426 1.940 -4.001
H -1.574 2.448 -2.319
H -3.428 0.467 -3.743
H -3.566 0.966 -2.032
H -0.383 -1.853 -2.127
H -2.250 -4.172 0.897
H -2.805 -2.479 0.772
H -2.254 -2.018 3.185
H -1.783 -3.719 3.337
H -0.655 -2.450 3.811
H 0.966 -3.258 2.030
H -1.261 -0.599 1.361
H 2.387 0.742 3.239
H 1.219 2.068 3.529
H 1.888 1.018 5.686
H 1.400 -0.569 5.083
H 0.180 0.684 5.361
H 0.993 -2.020 -0.132
H 2.474 -0.821 -1.463
H 3.428 1.330 -2.198
H 1.756 5.062 -0.506
H 0.862 4.905 -2.044
H 2.859 5.759 -3.274
H 2.308 6.929 -2.064
H 3.733 5.924 -1.751
H 0.142 3.382 -0.398
H -0.801 1.272 0.307
```

Charge   0
Energy   -36565.1635 eV
SMILES   CCOC(=O)[C@@H]1C(=O)C[C@@](C)(O)[C@@H](C(=O)OCC)[C@@H]1c1ccc(OCC)cc1
Energy relative to the best compared isomer or geometry (same formula, charge and spin)   0.0 kcal per mole
Orbital gap   9.19 eV
Spin multiplicity   1
LUMO level   0.6 eV


[4]
Entry from the OMol25 dataset: a 2-piece molecular cluster, CH2NO2S3 overall at a distorted geometry (the ωB97M-V functional and the def2-TZVPD basis).

```
9
CH2NO2S3 the ωB97M-V functional and the def2-TZVPD basis
C 0.260 -1.104 0.152
N 1.143 -1.501 0.868
O 4.554 -1.220 0.088
O 3.835 1.031 0.621
S 0.160 0.485 -0.755
S -1.571 -1.951 0.006
S 3.508 -0.223 -0.149
H -2.242 -0.746 -0.577
H 0.966 0.999 0.069
```

Charge   -1
Energy   -39159.8254 eV
Energy relative to the best compared isomer or geometry (same formula, charge and spin)   45.8 kcal per mole
Orbital gap (spin up / spin down)   6.35 / 6.35 eV
Spin multiplicity   1
LUMO level (spin up / spin down)   2.7 / 2.7 eV